{"formula": "C45H72GeN5O3P3SSc", "method": "ωB97M-V/def2-TZVPD", "species": ["Ge", "Sc", "S", "P", "P", "P", "O", "O", "O", "N", "N", "N", "N", "N", "C", "C", "C", "C", "C", "C", "C", "C", "C", "C", "C", "C", "C", "C", "C", "C", "C", "C", "C", "C", "C", "C", "C", "C", "C", "C", "C", "C", "C", "C", "C", "C", "C", "C", "C", "C", "C", "C", "C", "C", "C", "C", "C", "C", "C", "H", "H", "H", "H", "H", "H", "H", "H", "H", "H", "H", "H", "H", "H", "H", "H", "H", "H", "H", "H", "H", "H", "H", "H", "H", "H", "H", "H", "H", "H", "H", "H", "H", "H", "H", "H", "H", "H", "H", "H", "H", "H", "H", "H", "H", "H", "H", "H", "H", "H", "H", "H", "H", "H", "H", "H", "H", "H", "H", "H", "H", "H", "H", "H", "H", "H", "H", "H", "H", "H", "H", "H"], "xyz": [[1.161, 0.296, 0.108], [-1.479, 0.166, -0.537], [-1.318, 2.378, 2.248], [-0.208, 2.641, -1.537], [0.099, -1.237, -2.514], [-1.796, -1.954, 1.272], [-3.315, 0.067, -1.071], [-5.157, -0.936, -0.331], [-1.610, 1.252, 1.243], [-3.513, -2.086, -3.028], [1.536, 2.158, 0.492], [0.703, -1.214, 2.262], [2.334, -0.298, -1.235], [2.897, 0.110, 1.300], [-1.426, 0.218, -4.342], [0.888, 3.146, -2.976], [3.269, -3.724, 3.116], [0.756, 4.632, -3.322], [-1.653, 3.792, -1.696], [0.858, -3.784, -3.583], [3.649, 0.069, -1.016], [-2.623, 3.773, -0.518], [4.258, -1.845, 1.956], [-0.703, 1.669, 3.786], [2.778, 1.213, 2.258], [3.964, 0.392, 0.308], [3.302, 1.194, 3.529], [4.646, 0.191, -1.981], [3.211, 2.342, 4.317], [2.038, -3.122, 3.054], [2.120, 2.337, 1.729], [-2.817, 2.646, 4.497], [1.221, -3.373, -1.141], [1.860, -1.852, 2.426], [5.898, 0.674, -1.622], [0.783, 3.251, -0.098], [4.381, -3.098, 2.557], [1.873, -0.687, -2.548], [2.363, 2.823, -2.720], [-3.070, -4.165, 0.138], [2.628, 3.483, 3.790], [-3.430, -2.904, 3.397], [-4.412, -0.671, -1.240], [3.041, -1.211, 1.904], [-4.614, -1.187, -2.654], [-1.691, -3.688, 0.605], [5.193, 0.906, 0.660], [-2.404, 3.443, -2.985], [-1.331, 2.553, 4.855], [-3.394, -1.940, 2.211], [0.320, -3.070, -2.344], [-3.799, -0.536, 2.642], [6.172, 1.053, -0.316], [-0.996, -4.724, 1.486], [-0.505, -0.996, -4.254], [-2.900, 2.902, 2.989], [-0.541, -1.830, 2.649], [0.579, -0.923, -5.330], [2.082, 3.493, 2.509], [-3.444, 4.460, -0.730], [-3.106, -0.140, 3.389], [0.098, 3.720, 0.612], [5.134, -1.377, 1.532], [-0.692, -3.443, -2.162], [4.438, -0.065, -3.012], [0.552, 2.561, -3.835], [1.194, -3.621, 3.505], [5.393, 1.187, 1.687], [-0.868, 1.141, -4.178], [1.863, -3.447, -3.843], [-1.173, 2.123, 5.843], [2.260, -3.126, -1.366], [-2.689, -2.647, 4.157], [-1.021, -1.187, 3.391], [0.114, -0.977, -6.315], [0.059, -4.486, 1.629], [1.307, -1.729, -5.264], [2.735, 3.220, -1.775], [-1.087, -3.575, -0.289], [-3.187, 4.181, -3.166], [-3.274, -3.941, 3.105], [-1.464, -4.829, 2.465], [-1.110, -1.892, -4.419], [1.002, 5.269, -2.469], [1.467, 4.868, -4.114], [2.595, 4.389, 4.382], [1.632, 4.398, 2.122], [-3.695, 2.370, 2.470], [-4.409, -2.845, 3.874], [-3.851, 0.141, 1.793], [-3.064, 2.786, -0.363], [-4.128, -2.256, 1.468], [-3.701, -4.471, 0.971], [-1.043, -5.700, 0.999], [-3.729, -3.028, -2.723], [-1.243, 4.800, -1.777], [-0.862, 3.539, 4.852], [-3.321, 3.438, 5.047], [-2.231, 0.168, -3.609], [-2.981, 3.963, 2.756], [-4.788, -0.575, 3.102], [2.469, -1.519, -2.940], [5.351, -3.573, 2.599], [6.663, 0.772, -2.380], [0.945, -2.812, -0.245], [-3.316, 1.709, 4.744], [-3.452, -2.134, -4.039], [-2.884, 2.466, -2.892], [3.791, 0.305, 3.908], [3.626, 2.346, 5.315], [2.572, 1.761, -2.715], [0.385, 1.676, 3.760], [1.954, 0.114, -3.289], [-2.949, -5.030, -0.516], [-1.758, 3.424, -3.864], [-2.152, 4.113, 0.405], [0.217, -3.665, -4.454], [-0.233, 4.905, -3.684], [-1.074, 0.649, 3.831], [2.962, 3.268, -3.515], [7.140, 1.455, -0.053], [-5.598, -1.654, -2.698], [3.376, -4.685, 3.601], [0.926, -4.853, -3.371], [-0.456, -2.812, 3.110], [-1.871, 0.285, -5.337], [-3.605, -3.392, -0.416], [1.181, -4.438, -0.904], [1.115, 0.026, -5.284], [-4.613, -0.327, -3.327], [1.449, 4.048, -0.446]], "e_homo_ha": [-0.444, -0.445], "molar_mass_g_mol": 973.66, "e_above_lowest_kj_mol": 0.0, "gap_ev": [7.43, 5.56], "s2": 0.795, "spin_multiplicity": 2, "max_force_ev_per_a": 0.3, "total_energy_ha": -6517.012347, "total_charge": 2}